Record 1
The following is a DFT calculation (ωB97M-V/def2-TZVPD) of a molecular structure, C24H76N4O12 in a non-equilibrium geometry.

## Properties
Orbital gap ... 5.93 eV
Multiplicity ... 1
Relative energy (zero: lowest compared OMol25 entry of this formula, charge and spin) ... 1113.50 kcal per mole
Total charge ... 0
Highest occupied orbital energy ... -5.910 eV
Lowest unoccupied orbital energy ... 0.017 eV

Each line ends with the Löwdin charge.
Positions of all 116 atoms, in Å:
O -4.1952 0.2632 1.3871  -0.086
H -3.6618 0.0634 0.6178  -0.223
H -3.7865 1.0409 1.7671  0.047
O -1.0242 2.4487 2.0373  -0.115
H -0.5036 1.7496 2.4328  -0.110
H -0.3899 3.1377 1.8395  -0.057
O -0.1025 0.7999 3.2193  -0.043
H 0.8422 0.8606 3.0780  0.128
H -0.3353 -0.0762 2.9119  -0.111
O -3.2736 -0.2425 -0.4394  -0.013
H -2.3522 -0.5018 -0.4470  -0.012
H -3.7392 -1.0197 -0.1307  0.133
C 2.1661 -3.8226 -0.2268  -0.050
C 1.3030 -2.6084 -0.0267  -0.288
O 1.7652 -1.9425 1.1701  -0.081
H 3.2149 -3.5824 -0.0526  0.091
H 2.0533 -4.2617 -1.2181  0.043
H 1.9254 -4.5626 0.5364  0.093
H 0.2678 -2.8925 0.1622  0.126
H 1.3470 -1.9715 -0.9101  0.081
H 1.4091 -2.3711 1.9519  0.062
C -1.9048 2.7562 -0.6035  -0.110
C -3.3522 2.2171 -0.5785  -0.263
O -4.1365 3.1826 0.1365  -0.058
H -1.5423 2.8160 0.4227  0.053
H -1.8824 3.7595 -1.0289  0.106
H -1.2405 2.0881 -1.1516  0.044
H -3.3777 1.2859 -0.0125  0.054
H -3.7697 2.0663 -1.5740  0.113
H -5.0791 3.0036 0.1035  0.082
C -1.9450 1.5654 -2.9368  -0.045
C -0.6438 0.7458 -2.9569  -0.257
O 0.1755 0.9259 -4.1501  -0.032
H -2.5228 1.3508 -3.8358  0.101
H -1.6737 2.6211 -2.9391  0.095
H -2.5594 1.4612 -2.0425  0.015
H -0.8375 -0.3269 -2.9545  0.057
H 0.0257 1.0321 -2.1458  0.062
H 0.3275 0.0772 -4.5722  0.074
C -0.9367 0.2439 0.8691  -0.149
C -0.1849 -0.4694 -0.2133  -0.180
O -1.2154 -0.8805 -1.1176  -0.245
H -0.2254 0.3389 1.6895  0.062
H -1.8437 -0.2823 1.1668  0.072
H -1.2363 1.2565 0.5991  0.066
H 0.3584 -1.3199 0.1985  0.052
H 0.4844 0.1908 -0.7648  0.066
H -0.8391 -1.3636 -1.8570  -0.223
C 4.7134 2.2189 0.2304  -0.079
C 4.2522 2.0808 -1.2002  -0.359
C 3.2666 0.8468 -1.2640  -0.185
O 2.8886 0.5792 -2.6109  -0.097
C 1.8952 -0.4742 -2.6430  -0.161
N 3.5781 3.3115 -1.5996  0.006
H 4.0374 2.4185 1.0619  0.057
H 5.4849 2.9860 0.2970  0.078
H 5.3164 1.3883 0.5972  0.073
H 5.1036 1.9412 -1.8663  0.128
H 2.3925 0.9120 -0.6162  0.045
H 3.7620 -0.0087 -0.8050  0.122
H 2.2834 -1.3866 -2.1902  0.134
H 1.8247 -0.7278 -3.7007  0.141
H 0.9492 -0.1294 -2.2254  0.042
H 3.0486 3.1541 -2.4451  0.067
H 2.7728 3.4247 -1.0005  -0.132
C -1.9573 -1.7412 -2.8062  -0.002
C -0.7182 -2.3275 -2.1736  -0.373
C -0.3486 -3.6975 -2.7858  -0.068
O 0.6133 -4.3580 -1.8978  -0.298
C 0.7432 -5.7821 -2.1218  -0.054
N 0.3206 -1.3466 -2.2921  -0.199
H -2.6587 -2.5755 -2.7914  0.121
H -1.9313 -1.4838 -3.8651  0.131
H -2.4327 -0.8922 -2.3151  0.107
H -0.9013 -2.5691 -1.1266  0.176
H 0.0049 -3.5118 -3.8000  0.138
H -1.2776 -4.2658 -2.7386  0.129
H 1.7895 -6.0480 -1.9718  0.087
H 0.5023 -6.0085 -3.1604  0.095
H 0.1993 -6.3119 -1.3398  0.098
H 1.2339 -1.7515 -2.1435  0.053
H 0.3615 -0.9508 -3.2204  0.091
C 0.7804 1.8077 -0.2380  -0.081
C 0.8996 3.3593 -0.3347  -0.252
C 1.6013 3.9450 0.8985  -0.081
O 0.8167 3.6421 2.1038  -0.207
C 1.3699 4.2615 3.2686  -0.042
N 1.7308 3.4900 -1.5078  -0.035
H 0.4697 1.2991 -1.1506  0.030
H 0.0137 1.5449 0.4909  0.037
H 1.6973 1.3396 0.1202  0.094
H -0.0672 3.8001 -0.5774  0.112
H 1.7909 5.0072 0.7440  0.136
H 2.6132 3.5576 1.0171  0.097
H 2.2626 3.7231 3.5868  0.095
H 0.6336 4.2225 4.0714  0.101
H 1.5171 5.3255 3.0834  0.093
H 1.3025 3.0395 -2.3039  0.136
H 1.7233 4.4606 -1.7872  0.139
C -2.3921 -0.5794 2.9214  -0.033
C -1.0456 -1.2085 3.2873  -0.298
C -1.1577 -2.6277 3.9640  -0.155
O -1.8968 -2.5610 5.1842  -0.156
C -1.7871 -3.7116 5.9487  -0.133
N -0.0398 -1.1727 2.1630  -0.046
H -2.8473 -1.0051 2.0271  0.077
H -2.2798 0.4960 2.7838  0.095
H -3.1837 -0.7883 3.6410  0.115
H -0.6486 -0.5523 4.0618  0.145
H -0.1516 -3.0159 4.1222  0.114
H -1.5503 -3.2995 3.2007  0.124
H -0.7946 -3.7686 6.3956  0.081
H -1.7422 -4.6022 5.3219  0.083
H -2.4912 -3.7937 6.7767  0.094
H 0.7215 -1.7397 2.5079  0.083
H -0.3331 -1.6588 1.3276  0.096

Record 2
The following is a DFT calculation (ωB97M-V/def2-TZVPD) of 12 unconnected molecules or ions with the total composition C24H78N6O12 in a non-equilibrium geometry.

## Properties
Orbital gap ... 9.02 eV
Multiplicity ... 1
Relative energy (zero: lowest compared OMol25 entry of this formula, charge and spin) ... 118.99 kcal per mole
Total charge ... 0
Highest occupied orbital energy ... -8.881 eV
Lowest unoccupied orbital energy ... 0.139 eV

Each line ends with the Löwdin charge.
Positions of all 120 atoms, in Å:
O -0.9337 20.4107 -7.9477  -0.056
H -1.3322 21.2165 -8.2765  0.027
H -1.1212 20.4159 -7.0091  0.028
O -2.6967 10.0518 0.6602  -0.054
H -2.9366 10.2916 -0.2349  0.025
H -2.6038 9.0994 0.6367  0.028
O -3.5453 11.7007 -3.6614  -0.055
H -3.0532 11.7608 -4.4802  0.029
H -4.4029 11.3639 -3.9209  0.028
O -1.0398 12.7611 4.3048  -0.054
H -1.6966 13.4453 4.4344  0.027
H -1.4353 12.1666 3.6674  0.026
O 2.3180 26.9696 -9.1059  -0.053
H 2.2371 26.1060 -9.5109  0.026
H 2.4486 26.7870 -8.1754  0.027
O 3.3414 22.9485 -11.4678  -0.055
H 3.9833 22.5433 -12.0509  0.028
H 3.1046 22.2548 -10.8524  0.027
C 8.1840 28.8344 -1.1277  -0.081
C 7.6667 29.0897 -2.5184  -0.457
C 7.8698 27.9989 -3.6070  -0.189
O 7.6569 28.4409 -4.9628  -0.193
C 8.0623 27.4448 -5.8890  -0.116
N 6.2723 29.3909 -2.4122  0.027
H 8.0573 29.7203 -0.5054  0.081
H 9.1854 28.4047 -1.1547  0.076
H 7.5803 28.1026 -0.5911  0.072
H 8.1746 30.0269 -2.7460  0.139
H 7.1887 27.1687 -3.4200  0.117
H 8.8274 27.4917 -3.4893  0.113
H 7.7223 26.4348 -5.6601  0.082
H 9.1363 27.4535 -6.0746  0.089
H 7.4014 27.7870 -6.6854  0.093
H 5.6650 28.5911 -2.3037  0.076
H 6.1274 29.7745 -3.3352  0.070
C 6.5801 11.1176 -4.0287  -0.066
C 5.5952 10.4717 -3.1318  -0.470
C 4.7172 9.3945 -3.8272  -0.187
O 5.3704 8.1766 -4.1311  -0.193
C 4.6077 7.0866 -4.5202  -0.141
N 6.2069 10.0006 -1.9333  0.035
H 6.0734 11.5499 -4.8915  0.082
H 7.4459 10.4973 -4.2608  0.088
H 6.9505 11.9723 -3.4626  0.078
H 4.8383 11.1408 -2.7225  0.137
H 4.2652 9.7124 -4.7668  0.123
H 3.9582 9.0829 -3.1096  0.115
H 4.4653 6.3393 -3.7396  0.082
H 5.1141 6.5685 -5.3346  0.084
H 3.6097 7.2724 -4.9172  0.084
H 5.5168 9.5623 -1.3401  0.072
H 6.8744 9.2462 -2.0065  0.076
C 0.0555 17.2850 -0.9733  -0.070
C 0.5652 17.1159 -2.4156  -0.387
C 1.9179 17.8675 -2.8027  -0.171
O 1.7807 19.1314 -3.4851  -0.214
C 2.9706 19.6849 -4.0335  -0.110
N 0.8011 15.6924 -2.7828  0.012
H 0.8170 16.9724 -0.2588  0.074
H -0.8417 16.6753 -0.8661  0.071
H -0.1864 18.3359 -0.8145  0.076
H -0.2502 17.4253 -3.0694  0.128
H 2.6048 17.2537 -3.3853  0.106
H 2.5738 18.0119 -1.9443  0.110
H 3.7235 19.6776 -3.2453  0.080
H 2.7798 20.7386 -4.2371  0.086
H 3.2969 19.1148 -4.9033  0.086
H 1.5254 15.3451 -2.1705  0.064
H -0.0574 15.1941 -2.5967  0.060
C -3.5069 20.1269 7.3581  -0.061
C -4.9033 20.5395 6.7045  -0.388
C -5.7292 19.2708 6.3347  -0.190
O -5.2018 18.7966 5.0759  -0.186
C -5.8244 17.5237 4.7289  -0.094
N -5.4600 21.5060 7.6593  -0.006
H -2.8796 21.0134 7.4509  0.061
H -2.8816 19.5249 6.6988  0.069
H -3.6501 19.6720 8.3382  0.073
H -4.7312 21.1721 5.8337  0.123
H -6.7991 19.4702 6.3951  0.119
H -5.4434 18.5963 7.1418  0.113
H -5.4141 17.0571 3.8334  0.077
H -6.8913 17.6662 4.5569  0.085
H -5.5428 16.7311 5.4221  0.081
H -6.3553 21.9506 7.5151  0.059
H -4.9270 22.3332 7.8866  0.063
C 2.5941 13.4887 -10.9952  -0.055
C 2.3283 15.0125 -11.1177  -0.505
C 2.0734 15.4175 -12.5683  -0.170
O 3.3453 15.1881 -13.2496  -0.196
C 3.3790 15.6657 -14.6210  -0.097
N 1.3218 15.3159 -10.2413  0.027
H 3.3507 13.0656 -11.6559  0.070
H 1.7063 12.9057 -11.2404  0.078
H 2.9424 13.2278 -9.9958  0.070
H 3.2448 15.4977 -10.7819  0.136
H 1.7467 16.4544 -12.4900  0.113
H 1.2529 14.9772 -13.1349  0.125
H 3.1396 16.7244 -14.7204  0.080
H 2.6893 15.0630 -15.2121  0.078
H 4.3102 15.5233 -15.1693  0.079
H 1.1651 16.3098 -10.1538  0.084
H 1.7607 15.0746 -9.3642  0.084
C 9.1606 18.5857 -9.1872  -0.077
C 8.4690 19.2986 -10.4130  -0.388
C 9.2960 20.6241 -10.7403  -0.225
O 8.5194 21.4350 -11.5505  -0.200
C 9.1254 22.6111 -12.0885  -0.091
N 8.3457 18.4455 -11.5764  0.040
H 8.8922 18.8923 -8.1762  0.066
H 10.2449 18.6148 -9.0797  0.063
H 9.0059 17.5089 -9.2551  0.063
H 7.5647 19.6592 -9.9228  0.120
H 10.3260 20.4909 -11.0710  0.123
H 9.4401 21.1332 -9.7873  0.116
H 9.9282 22.1813 -12.6876  0.083
H 9.6011 23.3759 -11.4746  0.084
H 8.3763 23.0874 -12.7210  0.087
H 8.2034 18.9515 -12.4388  0.067
H 7.5901 17.7787 -11.5094  0.071